Computed, not measured: a molecular structure, C32H32BrN6O2Ru, with wB97M-V/def2-TZVPD.

Geometry (Å):
Ru  -0.84494  0.17414  0.37669
O  -0.91147  -0.79753  2.01223
C  0.03269  -0.97519  2.95468
C  -0.32145  -1.70705  4.08571
C  0.60905  -1.96045  5.07531
C  1.91786  -1.48942  4.96349
C  2.26829  -0.75097  3.85574
C  1.34155  -0.47721  2.83627
C  1.79278  0.33313  1.72667
N  1.07843  0.67256  0.72023
N  1.69497  1.45467  -0.26749
C  0.86276  1.65044  -1.23958
O  -0.35465  1.11594  -1.26779
C  1.22542  2.52650  -2.36760
C  0.21689  3.01375  -3.19629
C  0.53024  3.89037  -4.22357
C  1.84886  4.27017  -4.43054
C  2.85615  3.77835  -3.60874
C  2.54852  2.91226  -2.57420
H  -1.34113  -2.05966  4.16722
H  0.31485  -2.52746  5.94870
H  2.63958  -1.68666  5.74302
H  3.27438  -0.35956  3.75868
H  2.81963  0.69385  1.72664
H  -0.80523  2.70310  -3.02822
H  -0.25203  4.27454  -4.86416
H  2.09497  4.94864  -5.23647
H  3.88272  4.07560  -3.77495
H  3.32385  2.53327  -1.92231
Br  -0.50936  7.55806  -0.24907
C  -1.05517  5.83676  0.14356
C  -2.40785  5.47936  -0.03854
C  -2.82199  4.21796  0.26102
C  -1.88638  3.23554  0.74898
C  -0.51576  3.64109  0.93038
C  -0.11573  4.90486  0.63417
N  -2.21457  1.97974  0.99121
C  -3.53742  1.56131  0.99559
C  -3.85657  0.31323  0.45391
C  -5.17571  -0.18767  0.46169
C  -5.44907  -1.39701  -0.12305
C  -4.40869  -2.11495  -0.72181
C  -3.13655  -1.58588  -0.68074
N  -2.83941  -0.41670  -0.10705
H  -3.10387  6.21235  -0.42201
H  -3.85195  3.93150  0.10023
H  0.18253  2.91725  1.32253
H  0.91220  5.20872  0.77455
H  -4.30505  2.16646  1.46253
H  -5.95368  0.40318  0.92538
H  -6.45679  -1.78942  -0.12777
H  -4.58585  -3.06175  -1.20983
H  -2.30866  -2.11154  -1.14064
C  1.52710  -3.94365  -2.17355
C  1.03660  -2.56551  -1.66550
N  1.32673  -2.40823  -0.24214
C  2.75800  -2.61167  -0.02605
C  3.13803  -4.08516  -0.30001
N  1.95179  -4.73167  -0.96525
C  0.80716  -4.81575  0.00530
C  0.57330  -3.38532  0.54603
H  2.39015  -3.87024  -2.83256
H  0.74870  -4.51471  -2.67548
H  -0.03471  -2.44935  -1.82758
H  1.53731  -1.77007  -2.21588
H  3.01152  -2.34475  0.99946
H  3.30359  -1.94373  -0.69212
H  3.33250  -4.64880  0.61073
H  3.99166  -4.18917  -0.96672
H  2.21258  -5.67145  -1.25946
H  1.07956  -5.52475  0.78461
H  -0.04666  -5.21021  -0.54310
H  0.90035  -3.30925  1.58249
H  -0.48745  -3.13915  0.52218

Calculated values
Kohn-Sham gap (alpha / beta)	0.25583 / 0.19745	hartree
multiplicity	6
HOMO energy (alpha / beta)	-11.79 / -12.94	eV
total charge	+2

=====

Computed, not measured: a molecular structure, C7H15HgN2Se in a non-equilibrium geometry, with wB97M-V/def2-TZVPD.

Geometry (Å):
C  1.96244  1.46212  -1.57975
Hg  -0.36283  -2.10958  -0.77102
N  -2.55487  -2.92913  -2.12939
N  -0.51517  -0.78477  -3.80637
H  -3.15970  -2.10005  -2.07553
H  2.67714  0.96104  -2.26273
H  1.91620  1.24934  -0.48854
H  0.99591  1.12906  -1.99550
H  2.14188  2.56757  -1.62478
H  -1.51450  -0.59880  -3.88083
H  -0.27167  -1.47837  -4.51332
H  -0.04245  0.06999  -4.10229
H  -2.30762  -3.04926  -3.12297
H  -3.08765  -3.73607  -1.79521
Se  -1.17989  -1.82177  1.82826
C  -0.29936  -0.24466  2.28351
C  -0.98239  0.98601  2.48400
C  -0.33535  2.01914  3.16345
C  1.02654  1.89256  3.51279
C  1.74786  0.73284  3.16330
C  1.10144  -0.30883  2.49343
H  -1.99880  1.07163  2.09744
H  -0.90061  2.90925  3.45578
H  1.50392  2.66585  4.11432
H  2.80019  0.62526  3.44212
H  1.63935  -1.18039  2.10983

Calculated values
Kohn-Sham gap	0.18612	hartree
HOMO energy	-1.75	eV
total charge	-1

=====

Computed, not measured: a molecular structure, C8H20Br2LiNO7 in a non-equilibrium geometry, with wB97M-V/def2-TZVPD.

Geometry (Å):
Li  -0.23047  -2.08827  -3.94445
Br  -0.30971  -4.55853  -7.08492
Br  0.08490  2.18612  -4.63292
N  -4.54238  -2.45812  -2.31020
O  -3.54733  -3.10921  -1.97907
O  -4.46835  -1.47462  -2.90086
O  -5.71760  -2.71086  -1.96520
C  3.92471  -4.16348  -0.98871
O  3.85473  -2.90138  -1.71480
C  4.85374  -1.91058  -1.53571
C  6.29932  -2.32806  -1.49508
O  6.63070  -3.06041  -0.30666
C  7.27627  -2.20431  0.64282
H  4.34370  -4.94889  -1.61773
H  2.93642  -4.59362  -0.82631
H  4.56763  -4.03703  -0.11764
H  4.75332  -1.33736  -0.61406
H  4.71104  -1.22606  -2.37189
H  6.98598  -1.52927  -1.77530
H  6.51285  -3.13091  -2.20072
H  8.19506  -1.74128  0.28292
H  7.61831  -2.80080  1.48857
H  6.60306  -1.47413  1.09195
C  -5.88481  5.88453  1.65050
O  -4.94369  4.77056  1.56414
C  -5.10034  4.05701  2.78220
C  -4.01506  3.01423  3.02330
O  -3.76247  2.43297  1.78837
C  -2.81994  1.34925  1.89767
H  -6.85775  5.71310  2.11105
H  -6.13302  6.02418  0.59837
H  -5.28414  6.75148  1.92562
H  -6.11279  3.67938  2.92517
H  -4.97742  4.75755  3.60818
H  -4.42148  2.29672  3.73612
H  -3.15331  3.46425  3.51622
H  -2.04314  1.64718  2.60189
H  -2.49967  1.29111  0.85740
H  -3.32686  0.46756  2.28977

Calculated values
Kohn-Sham gap	0.20892	hartree
HOMO energy	-2.32	eV
total charge	-2

=====

M for every record listed, in sequence, given in g/mol: 713.622, 406.761, 408.997.